Formula: C12H12AsF5N2S5V
Source: the OMol25 dataset
Level of theory: wB97M-V/def2-TZVPD

Properties
Lowest unoccupied orbital energy (spin up / spin down), hartree: 0.1533 / 0.1532
Electronic energy, eV: -169912.105
Multiplicity: 4
⟨S²⟩: 3.764
HOMO (spin up / spin down), eV: -1.0 / -1.1
Net charge: -2
Energy relative to the best compared isomer or geometry (same formula, charge and spin), kcal/mol: 8.3
Kohn-Sham gap (spin up / spin down), eV: 5.1773 / 5.3098

Each line ends with the Mulliken charge.
Atoms and positions in Å:
V -1.00059 -0.57310 1.19481  0.541
F -6.51733 1.75112 -3.12038  -0.326
C -5.32483 1.30273 -2.68427  0.594
C -5.23104 0.58677 -1.50419  -0.155
F -6.34567 0.32055 -0.80765  -0.309
C -3.99724 0.14178 -1.05362  0.516
F -3.99075 -0.54486 0.09117  -0.292
C -2.81242 0.37524 -1.74937  0.242
S -1.22379 -0.14283 -1.19409  -0.607
C -2.95615 1.07562 -2.94731  0.158
F -1.88470 1.33614 -3.71655  -0.333
C -4.17277 1.54253 -3.41209  0.067
F -4.24568 2.22526 -4.56973  -0.316
S -2.33384 -2.43339 5.21260  -0.659
As -0.81408 -1.59778 3.96480  0.571
S -1.48729 0.45034 3.22787  -0.638
S -0.69996 -2.72905 2.03208  -0.600
S 1.13848 -1.44651 4.85720  -0.663
C 2.20497 0.05768 1.81379  -0.440
C 3.71972 0.08939 1.49308  -0.719
N 3.95869 -0.07073 0.05000  -0.240
C 3.27848 1.01468 -0.65898  -0.723
C 1.76244 1.02822 -0.33256  -0.540
N 1.44766 -0.09269 0.56037  0.498
C 1.84244 -1.35272 -0.09817  -0.378
C 3.36574 -1.34269 -0.37247  -0.721
H 1.87426 0.97918 2.29523  0.506
H 1.93571 -0.75398 2.49091  -0.166
H 4.24338 -0.71545 2.01311  0.355
H 4.17530 1.03353 1.80280  0.243
H 3.44755 0.87432 -1.73035  0.359
H 3.75296 1.95612 -0.36933  0.269
H 1.15091 0.94087 -1.22838  0.132
H 1.47385 1.95063 0.17646  0.458
H 1.27068 -1.44039 -1.02427  0.355
H 1.54748 -2.17278 0.55651  0.357
H 3.57946 -1.48180 -1.43619  0.293
H 3.86795 -2.14195 0.17717  0.312